No. 1
111
Properties=species:S:1:pos:R:3:forces:R:3:mulliken_charge:R:1 method="wB97M-V/def2-TZVPD" e_lumo_ev=-1.945 smiles="CCB(O)c1c(N=C=O)c(C(=O)NC(=O)F)c(CCCCl)c2nsnc12.O=C1c2ccccc2C(=O)c2ccccc21.O=C1c2ccccc2C(=O)c2ccccc21.O=C1c2ccccc2C(=O)c2ccccc21" energy_ev=-111859.17718 total_charge=0
C -1.35891 -8.96596 -7.18433 0.02 -0.14 -0.08 -0.84
C -1.73937 -8.05428 -8.45547 0.29 0.03 0.73 -0.52
B -1.19304 -6.54172 -8.19953 0.20 -0.39 -1.41 0.56
O -0.29712 -6.04134 -9.21639 -0.14 -0.52 2.07 -0.56
C -1.65486 -5.66105 -6.93235 -0.10 1.68 1.41 -0.13
C -0.94828 -4.44909 -6.44775 -2.24 -2.46 0.43 -0.15
N 0.23979 -4.05084 -7.24472 -2.16 1.73 0.03 -0.56
C -0.19749 -3.19486 -8.06016 0.49 -1.23 0.25 0.73
O -0.61701 -2.48031 -8.86682 0.53 -0.20 0.53 -0.40
C -1.38215 -3.63433 -5.20898 -0.77 -2.23 -0.88 0.30
C -0.51805 -2.39615 -4.85513 -0.63 1.80 0.54 -0.25
O -1.02529 -1.36376 -4.43984 0.36 -1.58 -0.40 -0.42
N 0.93365 -2.35308 -5.03206 -0.68 -0.53 0.37 -0.08
C 1.57061 -1.71976 -3.90128 0.50 -0.55 4.12 0.49
O 1.42740 -2.13954 -2.74869 0.64 1.62 -3.92 -0.45
F 2.44465 -0.61933 -4.07648 -2.23 -2.58 -0.65 -0.23
C -2.59164 -4.02832 -4.44060 2.09 0.85 -1.85 0.11
C -2.96159 -3.13798 -3.21303 0.30 -0.34 0.55 -0.68
C -3.99776 -3.75543 -2.19165 -0.28 0.60 -0.29 -0.55
C -3.92787 -3.13386 -0.72933 -0.67 -1.58 0.00 -0.57
Cl -3.10876 -1.51624 -0.63193 -0.54 -0.81 0.14 -0.15
C -3.33494 -5.23013 -4.95272 -0.67 -1.20 -0.64 0.55
N -4.49541 -5.73494 -4.41708 1.08 0.17 -0.45 -0.52
S -4.99913 -7.09651 -5.22074 3.26 2.76 -0.70 0.14
N -3.77906 -7.10372 -6.35973 0.92 1.07 0.28 -0.54
C -2.89651 -6.07280 -6.16664 -0.71 0.98 1.73 0.63
H -0.78016 -9.88767 -7.49379 -0.72 1.02 0.21 0.31
H -2.28000 -9.30958 -6.62275 1.20 0.54 -0.54 0.22
H -0.66058 -8.39260 -6.49474 -0.98 -0.73 -0.53 0.24
H -1.25520 -8.51179 -9.36766 -0.66 0.73 0.83 0.35
H -2.86092 -7.98584 -8.60329 1.22 -0.35 0.17 0.28
H 0.56908 -6.46977 -9.03788 -0.62 0.35 -0.60 0.32
H 1.27256 -3.31739 -5.13398 0.36 0.58 -0.09 0.33
H -1.98754 -2.93744 -2.65929 -1.15 -0.23 -0.74 0.51
H -3.31854 -2.11141 -3.54074 0.47 -1.35 0.17 0.36
H -3.85287 -4.87305 -2.09554 -0.35 1.33 -0.18 0.32
H -5.03280 -3.51189 -2.59143 1.23 -0.72 0.42 0.28
H -4.99669 -3.07750 -0.35203 1.42 0.44 -0.36 0.35
H -3.42763 -3.89071 -0.04611 -0.18 1.35 -0.75 0.28
O -1.90511 3.08329 -4.40086 0.11 0.11 0.10 -0.67
C -1.13150 3.72380 -3.71479 -0.46 -0.40 -0.41 0.34
C -1.16454 5.20761 -3.72625 0.00 0.24 0.01 0.19
C -2.10420 5.86817 -4.51417 -0.10 0.19 -0.06 -0.49
C -2.16853 7.25444 -4.50114 0.07 -0.09 0.06 -0.47
C -1.29591 7.98688 -3.70034 0.04 -0.13 0.02 -0.46
C -0.34688 7.33305 -2.92716 -0.08 0.21 -0.06 -0.56
C -0.27417 5.94240 -2.94234 -0.20 0.09 -0.13 0.17
C 0.75564 5.25427 -2.12588 0.50 0.37 0.40 0.60
O 1.56645 5.89681 -1.48473 -0.13 -0.09 -0.09 -0.68
C 0.77585 3.77188 -2.09871 -0.03 -0.20 -0.02 0.32
C 1.71392 3.11276 -1.30816 0.11 -0.19 0.13 -0.66
C 1.72012 1.72607 -1.24957 -0.11 0.08 -0.07 -1.13
C 0.78976 0.99003 -1.98030 -0.11 0.22 0.01 -0.21
C -0.13863 1.64425 -2.77983 0.04 -0.18 0.07 -0.82
C -0.14502 3.03619 -2.84609 0.18 -0.13 0.18 0.29
H -2.78929 5.30233 -5.13510 0.13 -0.09 0.13 0.47
H -2.90364 7.76677 -5.11179 0.05 -0.05 0.04 0.39
H -1.35547 9.06935 -3.68149 0.02 -0.08 0.00 0.39
H 0.33363 7.90787 -2.30932 0.02 -0.20 -0.02 0.46
H 2.43788 3.67974 -0.73363 -0.13 0.10 -0.11 0.47
H 2.44919 1.21530 -0.62955 -0.02 0.04 -0.07 0.48
H 0.78775 -0.09129 -1.92755 -0.01 0.12 0.06 0.76
H -0.85974 1.06697 -3.34818 0.04 0.16 -0.02 0.75
O -0.83128 -2.32350 4.90275 -0.02 0.16 0.04 -0.68
C -1.24441 -1.18366 5.01102 0.20 -0.66 -0.11 0.66
C -2.18044 -0.82165 6.10368 -0.14 0.06 0.18 0.24
C -2.57118 -1.79170 7.02373 -0.10 -0.06 0.19 -0.54
C -3.41526 -1.45298 8.07205 0.06 0.06 -0.10 -0.52
C -3.87153 -0.14421 8.20688 0.07 0.00 -0.12 -0.50
C -3.49836 0.82123 7.28228 -0.12 -0.04 0.20 -0.68
C -2.65706 0.48435 6.22487 -0.03 -0.18 0.18 0.36
C -2.27852 1.51927 5.23205 -0.32 0.67 -0.02 0.50
O -2.73674 2.64411 5.30699 0.10 -0.16 0.02 -0.66
C -1.32696 1.16234 4.15217 0.09 -0.09 -0.25 0.37
C -0.93429 2.13420 3.23434 0.12 0.06 -0.17 -1.01
C -0.01869 1.81983 2.24004 -0.04 -0.03 0.10 -0.45
C 0.50884 0.53355 2.15799 -0.10 -0.04 0.14 -0.36
C 0.10901 -0.44121 3.06192 0.08 0.05 -0.29 -0.88
C -0.81349 -0.13179 4.05883 -0.07 0.16 -0.24 0.39
H -2.21438 -2.81067 6.92631 0.07 0.14 -0.12 0.49
H -3.71482 -2.20838 8.78989 0.03 0.05 -0.06 0.40
H -4.52081 0.12184 9.03344 0.04 -0.01 -0.07 0.40
H -3.86036 1.83757 7.38861 0.10 -0.06 -0.16 0.48
H -1.33835 3.13829 3.29661 -0.04 -0.13 0.13 0.49
H 0.28894 2.57886 1.52892 -0.02 -0.06 0.03 0.53
H 1.23114 0.29184 1.38608 -0.07 0.01 0.06 0.49
H 0.52160 -1.44147 2.98991 -0.15 0.04 0.13 0.50
O 3.56035 5.27173 6.91381 0.09 -0.14 -0.04 -0.67
C 4.13305 4.25135 6.58103 -0.36 0.60 0.19 0.58
C 5.61406 4.21098 6.49701 0.25 -0.02 -0.02 0.15
C 6.35217 5.34642 6.82274 0.19 0.10 0.04 -0.55
C 7.73888 5.30640 6.78507 -0.10 -0.08 -0.02 -0.46
C 8.39441 4.13225 6.42340 -0.13 -0.03 -0.02 -0.46
C 7.66225 3.00397 6.08141 0.22 0.09 0.02 -0.52
C 6.27045 3.04149 6.11116 0.11 0.21 0.09 0.18
C 5.49714 1.83537 5.72649 0.33 -0.62 -0.23 0.52
O 6.06818 0.83328 5.33813 -0.08 0.15 0.06 -0.67
C 4.01809 1.86925 5.82969 -0.22 0.01 0.00 0.35
C 3.28114 0.73247 5.50620 -0.19 -0.10 -0.01 -1.22
C 1.89866 0.74230 5.63051 0.18 0.13 0.13 -0.01
C 1.24746 1.88887 6.07990 0.22 0.02 0.02 0.01
C 1.97735 3.02824 6.38998 -0.23 -0.08 -0.01 -1.23
C 3.36406 3.02420 6.26087 -0.13 -0.21 -0.04 0.27
H 5.84670 6.26127 7.11017 -0.10 -0.17 -0.03 0.46
H 8.31189 6.18998 7.04326 -0.05 -0.06 -0.02 0.39
H 9.47802 4.09866 6.40647 -0.08 0.00 -0.01 0.39
H 8.17712 2.09380 5.79553 -0.20 0.02 -0.01 0.46
H 3.78438 -0.16363 5.16092 0.10 0.15 0.06 0.48
H 1.32987 -0.14405 5.38196 0.13 0.05 0.09 0.62
H 0.16957 1.89410 6.18640 0.11 0.04 0.06 0.41
H 1.46401 3.91829 6.73615 0.19 0.00 -0.04 0.48

No. 2
10
Properties=species:S:1:pos:R:3:forces:R:3:mulliken_charge:R:1 method="wB97M-V/def2-TZVPD" e_lumo_ev="-0.779 / -0.962" de_lowest_kcal_mol=88.7 energy_ev=-12944.88631 total_charge=0
C -1.02679 0.56580 0.22273 1.03 -3.22 -1.73 0.06
C 0.06347 -0.24393 -0.27543 1.31 -1.53 1.03 -0.61
N -2.14963 0.16251 -0.20732 -1.46 0.85 0.04 -0.53
P 1.78057 0.37268 -0.05665 -1.00 0.92 1.48 -0.02
H -0.68472 1.25440 0.91706 -0.32 2.05 1.41 0.41
H 0.59190 -1.41876 1.46740 -0.61 0.75 -1.04 0.05
H -0.18292 -1.11014 -0.92813 0.11 0.85 0.53 0.34
H -2.92601 0.73341 0.11994 -0.11 0.07 0.18 0.24
H 2.07136 0.47896 -1.35979 0.53 0.28 -1.91 0.01
H 2.46277 -0.79492 0.10018 0.52 -1.02 0.02 0.03

No. 3
17
Properties=species:S:1:pos:R:3:forces:R:3:mulliken_charge:R:1 method="wB97M-V/def2-TZVPD" e_lumo_ev=0.555 de_lowest_kcal_mol=23.3 energy_ev=-23089.91775 total_charge=0
C 3.11901 0.92138 0.47305 2.38 1.45 -1.55 -0.17
C -0.28980 -1.08574 0.50280 -0.26 -0.70 -0.40 0.69
N 0.72706 -0.20068 0.85463 0.12 0.44 0.82 -0.46
N -1.29681 -1.34380 1.37082 -1.33 -1.34 -0.10 -0.48
N -2.07779 1.83130 -1.04848 1.59 -3.12 1.70 -0.62
N -0.25165 -1.59045 -0.66400 1.15 0.61 -2.22 -0.42
O 2.60839 0.81760 -0.87620 -0.58 -1.05 0.19 -0.34
O -1.30952 -2.40433 -1.08671 -0.07 -0.83 2.93 -0.44
S 2.09272 -0.43443 0.17283 -0.15 -0.14 -0.39 0.35
H 4.26887 0.87123 0.42910 -1.80 -0.54 0.67 0.21
H -2.83363 2.27298 -0.61147 -1.25 0.38 1.20 0.20
H -1.20117 -1.16517 2.34652 0.28 0.17 0.31 0.23
H -1.84151 -2.20559 1.12078 0.76 1.49 0.36 0.25
H -1.64373 2.53744 -1.54008 1.47 1.65 -1.40 0.21
H -1.36995 1.43693 -0.33137 -1.79 1.05 -1.51 0.21
H 2.79618 1.87845 0.84661 -0.48 -0.21 1.01 0.25
H -1.49668 -2.13713 -1.95884 -0.04 0.70 -1.62 0.33

No. 4
20
Properties=species:S:1:pos:R:3:forces:R:3:mulliken_charge:R:1 method="wB97M-V/def2-TZVPD" e_lumo_ev=2.990 de_lowest_kcal_mol=28.9 energy_ev=-20762.81007 total_charge=-1
C 0.47878 -1.75502 1.54642 -1.64 1.73 -1.56 -1.51
C -0.47995 -0.74587 0.77472 -1.13 -3.06 0.29 0.38
C -0.66523 -1.27498 -0.67829 1.13 0.06 -1.25 -0.82
S -1.73130 -2.76208 -0.92099 0.80 0.49 0.00 -0.24
N -0.06096 0.57477 0.97429 -0.67 1.47 -0.01 -0.35
C -0.42698 1.58207 -0.13750 2.19 0.17 1.73 -0.66
O 0.58425 1.57077 -1.01787 -0.67 0.01 -0.64 -0.83
H 0.46307 -1.46651 2.58604 0.46 -0.12 0.31 0.34
H 0.15197 -2.76998 1.36807 0.06 -0.26 0.13 0.36
H 1.36901 -1.51502 0.98237 0.92 -0.44 0.56 0.43
H -1.53371 -0.91289 1.12389 0.50 0.41 0.47 0.16
H -0.91841 -0.46652 -1.35707 -0.69 0.04 0.11 0.44
H 0.24867 -1.60496 -1.19094 0.33 -0.06 0.58 0.31
H -2.73133 -2.31873 -0.19688 -0.76 0.19 0.42 0.08
H 0.94715 0.66809 1.11144 -0.40 -0.15 -0.42 0.31
H -1.41026 1.33001 -0.52528 -0.51 -0.37 -0.15 0.40
H -0.55898 2.55211 0.42980 0.09 -0.39 -0.42 0.29
H 2.10415 3.76185 -2.16643 -0.50 -0.36 0.15 0.22
H 1.71328 2.43322 -1.15705 0.04 1.20 -1.12 0.46
O 2.45678 3.11970 -1.54876 0.45 -0.55 0.82 -0.79

No. 5
12
Properties=species:S:1:pos:R:3:forces:R:3:mulliken_charge:R:1 method="wB97M-V/def2-TZVPD" e_lumo_ev=-0.453 de_lowest_kcal_mol=102.6 energy_ev=-23652.52534 total_charge=0
C 0.94528 1.07697 -0.04745 -2.21 1.85 0.16 -1.02
C 1.06759 -0.36762 -0.43857 -4.48 0.01 1.75 -0.47
O -0.71600 -2.56444 -0.27855 -0.40 -1.78 -0.35 -0.60
O -2.98224 0.38244 1.11904 -0.35 0.24 0.74 -0.67
P -0.60242 -1.15322 -0.00112 1.50 1.89 -0.79 0.47
I -2.47152 0.39326 -0.63787 0.20 -0.24 -0.71 0.49
H 0.60868 1.87677 -0.81341 0.53 -1.90 0.68 0.28
H 0.23957 1.30657 0.83696 1.15 -0.70 -1.08 0.33
H 1.90568 1.33018 0.22261 2.09 1.25 0.97 0.34
H 1.59312 -1.04800 0.17733 1.43 -0.14 0.83 0.32
H 1.24834 -0.55035 -1.42262 0.73 -0.50 -2.79 0.42
H -0.83609 -0.68258 1.28366 -0.19 0.02 0.59 0.12